Version i
Entry from the OMol25 dataset: 14 unconnected molecules or ions with the total composition C28H84O14 (ωB97M-V with the def2-TZVPD basis set).

Each line ends with the Mulliken charge.
Element x y z (Å)
C  3.38979  30.04864  -7.20144  -1.5127
C  4.12519  28.73775  -7.15127  0.1692
O  4.02226  28.16036  -8.47268  -0.1142
H  3.37832  30.62139  -6.27412  0.4801
H  2.33743  29.94727  -7.46668  0.2624
H  3.81105  30.68208  -7.98208  0.2505
H  3.66086  28.07196  -6.42380  0.2549
H  5.18079  28.87431  -6.91637  0.1693
H  4.43197  27.29662  -8.38501  -0.0569
C  3.77388  25.25713  -10.41687  0.5339
C  4.90227  24.74545  -9.56403  -0.4850
O  5.20563  25.67676  -8.51804  0.3923
H  4.02625  26.18485  -10.93042  -0.4821
H  2.94113  25.41754  -9.73211  -0.4213
H  3.49895  24.56016  -11.20855  0.1794
H  5.80112  24.68005  -10.17714  0.0701
H  4.66309  23.73992  -9.21791  0.4150
H  5.50738  25.06984  -7.83820  -0.2336
C  8.11614  26.49397  -11.66284  -0.3039
C  9.02499  27.71380  -12.05740  -0.4111
O  8.39095  28.57583  -12.91395  -0.4927
H  8.66495  25.70935  -11.14199  0.4309
H  7.76259  25.99031  -12.56252  0.2612
H  7.20425  26.77021  -11.13343  -0.3503
H  9.94316  27.36705  -12.53156  0.3086
H  9.35407  28.30369  -11.20193  0.2962
H  8.90440  29.37410  -13.05791  0.2427
C  8.43833  22.38140  -8.89277  -0.7224
C  9.30085  22.07153  -7.65010  -0.4227
O  8.79690  22.78813  -6.51608  -0.4770
H  7.51384  21.80490  -8.92519  0.1133
H  8.99914  22.13966  -9.79563  0.5386
H  8.10894  23.41907  -8.94608  -0.0108
H  10.30235  22.45001  -7.85467  0.3590
H  9.24068  21.00396  -7.43849  0.2930
H  9.44767  22.75320  -5.81117  0.2514
C  5.71496  20.25338  -12.31238  -1.3777
C  5.59766  21.59627  -11.57083  1.2047
O  4.25377  21.73559  -11.21041  -0.1920
H  4.84972  20.03756  -12.93918  0.2557
H  5.59035  19.42978  -11.60934  0.3381
H  6.66542  20.05338  -12.80709  0.4089
H  5.84888  22.43820  -12.21590  -0.1671
H  6.25347  21.60098  -10.70020  -0.5208
H  4.15459  21.10213  -10.49592  0.1541
C  4.74553  24.69805  -5.08490  -0.8364
C  6.23499  24.44650  -5.30525  -0.2943
O  6.29092  23.97674  -6.63407  -0.4918
H  4.59988  25.07962  -4.07431  0.4451
H  4.25115  23.72873  -5.14895  0.2565
H  4.25634  25.39463  -5.76574  -0.0723
H  6.62960  23.69503  -4.62138  0.3844
H  6.87845  25.32593  -5.33112  0.2584
H  7.13490  23.52450  -6.70316  0.1817
C  0.99867  26.51141  -12.29224  -0.2914
C  0.28173  26.86898  -10.94663  0.2790
O  0.16843  28.25677  -10.78230  -0.6741
H  2.06788  26.70033  -12.19630  -0.3164
H  0.54698  27.05387  -13.12279  0.3658
H  0.91038  25.44034  -12.47422  0.1572
H  0.81838  26.51614  -10.06593  -0.4582
H  -0.67675  26.36047  -10.84255  0.4461
H  1.01117  28.68540  -10.61599  0.4526
C  1.49288  26.07268  -6.93856  -0.1826
C  0.01258  25.81549  -7.13912  -0.5212
O  -0.25252  24.44408  -7.10250  -0.5486
H  1.79030  25.99369  -5.89289  0.4579
H  1.84814  27.02170  -7.34012  -0.0379
H  2.05586  25.27376  -7.42114  -0.0679
H  -0.43864  26.16775  -8.06670  0.2793
H  -0.46741  26.22446  -6.25004  0.3006
H  -0.23688  24.06567  -7.98463  0.2920
C  2.24801  22.24539  -14.02910  -0.6839
C  1.41872  21.81907  -12.84111  -0.4079
O  1.82756  22.71746  -11.83015  -0.2953
H  2.11791  23.28680  -14.32345  0.1847
H  1.91089  21.68505  -14.90115  0.4681
H  3.27408  22.01031  -13.74620  -0.0189
H  1.49287  20.80714  -12.44287  0.2240
H  0.33927  21.92338  -12.95077  0.3320
H  2.68962  22.41653  -11.53365  0.2893
C  8.05989  27.45663  -8.37299  -0.5311
C  9.15560  26.58199  -7.86869  0.1178
O  10.13090  27.33875  -7.18635  -0.5732
H  7.60041  27.89178  -7.48550  0.3690
H  7.30516  26.93844  -8.96456  -0.3310
H  8.41457  28.29293  -8.97542  0.4157
H  9.58536  26.07928  -8.73511  0.1833
H  8.76989  25.80471  -7.20903  -0.0231
H  10.43594  28.05574  -7.74713  0.3328
C  5.32250  30.42263  -12.91306  -1.4454
C  5.08266  28.92154  -12.71386  0.6613
O  5.88718  28.27123  -13.58365  -0.2323
H  5.29963  30.70849  -13.96465  0.3106
H  6.33602  30.68306  -12.60800  0.3469
H  4.56326  31.05333  -12.45060  0.2885
H  4.07936  28.63353  -13.02780  0.1807
H  5.28171  28.64703  -11.67793  -0.2590
H  6.80194  28.47072  -13.37142  0.1755
C  1.85882  31.02550  -11.86537  -1.3821
C  2.58665  30.67306  -10.57987  -0.2282
O  2.63419  29.23796  -10.56477  0.2200
H  0.86149  30.59852  -11.97081  0.3989
H  2.32873  30.58512  -12.74478  0.2592
H  1.82983  32.10398  -12.02076  0.3622
H  2.06409  30.97871  -9.67344  0.3593
H  3.53300  31.20519  -10.48326  0.4360
H  3.32443  28.89755  -9.99094  0.0712
C  5.36101  24.85700  -14.09609  0.1829
C  5.76603  25.36757  -15.47476  -0.6097
O  4.96184  26.45730  -15.90349  -0.6246
H  4.54045  24.13957  -14.08837  -0.0080
H  5.16173  25.71007  -13.44749  -0.0347
H  6.17952  24.30431  -13.63492  0.0187
H  5.81747  24.55464  -16.19905  0.4126
H  6.78582  25.73511  -15.36050  0.2198
H  5.14883  27.22882  -15.36369  0.3229
C  2.11160  21.41704  -8.28306  -0.5883
C  2.25934  20.03735  -8.90098  -0.5401
O  3.54004  19.84652  -9.30783  -0.5550
H  2.79325  21.66149  -7.46840  0.2663
H  1.10391  21.53721  -7.88530  0.4019
H  2.19417  22.16507  -9.07155  -0.0445
H  1.50523  19.94464  -9.68254  0.2247
H  2.01975  19.21876  -8.22231  0.4666
H  3.67107  18.91435  -9.49622  0.2701

Properties
Total charge = 0
Multiplicity = 1

Version ii
Entry from the OMol25 dataset: 14 unconnected molecules or ions with the total composition C28H84O14 (ωB97M-V with the def2-TZVPD basis set).

Each line ends with the Mulliken charge.
Element x y z (Å)
C  23.09045  -3.75496  -16.49454  -1.2767
C  22.98791  -2.76321  -15.35381  0.1366
O  23.83893  -1.66232  -15.69520  0.1674
H  22.81001  -3.29289  -17.43958  0.1408
H  22.47277  -4.64441  -16.35353  0.4006
H  24.12701  -4.09457  -16.53912  0.3685
H  23.35549  -3.20198  -14.41774  0.5368
H  21.95876  -2.41145  -15.21497  -0.0334
H  23.68475  -1.02420  -14.97092  -0.1992
C  20.70131  2.69186  -20.73791  -0.6367
C  20.61883  1.44972  -21.63332  -0.4122
O  21.52893  0.47092  -21.19677  -0.5529
H  21.73017  3.02738  -20.60595  0.2548
H  20.29350  2.52178  -19.73784  0.0014
H  20.08862  3.50429  -21.14536  0.3915
H  20.84093  1.75592  -22.65573  0.4043
H  19.59197  1.06171  -21.59474  0.1591
H  21.19098  0.11740  -20.34945  0.1797
C  24.73054  1.84112  -18.13167  0.0827
C  25.93228  1.66576  -19.04157  -0.4380
O  25.79280  2.45151  -20.24017  -0.5793
H  23.81390  1.57483  -18.66666  -0.1511
H  24.60523  2.85906  -17.76234  0.2940
H  24.81055  1.13840  -17.29678  -0.1033
H  26.02166  0.62096  -19.34352  0.2464
H  26.84042  2.06464  -18.59156  0.3370
H  25.08375  2.05381  -20.75827  0.3089
C  21.25665  -3.19194  -21.65407  -1.1325
C  21.04091  -3.96497  -20.35456  0.5046
O  21.99479  -5.02545  -20.27171  -0.5828
H  22.25822  -2.75996  -21.65027  0.3198
H  20.59871  -2.32269  -21.75207  0.2223
H  21.06418  -3.84950  -22.50125  0.3495
H  20.05363  -4.41940  -20.32290  0.3031
H  21.22363  -3.23702  -19.55713  -0.3197
H  22.86771  -4.62946  -20.18256  0.3359
C  21.06375  0.24096  -16.48531  1.2269
C  21.46158  -0.59098  -17.71103  1.1477
O  20.55650  -0.30261  -18.75581  1.4999
H  21.76055  0.23646  -15.64931  -0.2370
H  20.13500  -0.17237  -16.07434  -0.5292
H  20.82348  1.24978  -16.82581  -0.5972
H  21.41831  -1.64488  -17.42339  -1.4159
H  22.47905  -0.38402  -18.03639  0.1465
H  19.65068  -0.54148  -18.53085  -0.8479
C  20.88874  4.59447  -17.63242  0.2760
C  19.76816  5.62627  -17.51037  -0.5595
O  20.18113  6.85349  -18.11147  -0.5817
H  21.75432  4.90395  -17.05714  0.0531
H  21.12696  4.48849  -18.69336  0.1427
H  20.57377  3.57238  -17.39717  -0.3765
H  19.47492  5.78083  -16.47212  0.2954
H  18.87057  5.26180  -18.02252  0.3192
H  20.07492  6.73328  -19.05914  0.3363
C  23.20704  3.62518  -14.85230  -0.7485
C  22.41766  3.84298  -13.57626  -0.1955
O  22.26896  2.61562  -12.85875  -0.4655
H  23.23288  4.51485  -15.48066  0.5722
H  22.74737  2.87051  -15.49567  -0.1311
H  24.23582  3.30655  -14.68307  0.3496
H  21.41424  4.21794  -13.82506  0.0822
H  22.83078  4.63227  -12.93893  0.3578
H  21.93160  2.86290  -11.99131  0.2324
C  16.74574  -0.91432  -14.54503  -0.5545
C  15.85305  -1.95090  -15.22002  -0.3408
O  15.54951  -1.36639  -16.50222  -0.5128
H  17.69937  -0.69891  -15.02579  -0.1618
H  16.90007  -1.20879  -13.50582  0.5178
H  16.22101  0.04285  -14.51812  0.1718
H  15.01166  -2.06930  -14.53403  0.3980
H  16.36351  -2.89509  -15.41002  0.2566
H  15.07635  -2.02635  -17.02769  0.2383
C  25.45125  0.36062  -13.37991  -0.7237
C  24.23557  -0.32834  -12.77228  -0.4134
O  23.04762  -0.06933  -13.54139  -0.4870
H  25.45166  1.42797  -13.16063  0.2913
H  25.45729  0.23335  -14.46327  0.0141
H  26.36308  -0.10001  -12.99348  0.3844
H  24.11825  0.01492  -11.74010  0.4438
H  24.34180  -1.41379  -12.75545  0.2808
H  22.81878  0.85756  -13.37059  0.0934
C  18.67069  2.60659  -13.79626  -0.2557
C  18.71265  2.24559  -12.31248  -0.5359
O  17.85464  1.12704  -12.07322  -0.5268
H  17.64277  2.70108  -14.14993  0.4050
H  19.13103  1.80485  -14.37732  -0.1073
H  19.22496  3.52341  -14.01045  0.1864
H  18.34631  3.07571  -11.69885  0.3336
H  19.72884  2.01187  -12.00127  0.1253
H  16.96271  1.44749  -12.23540  0.3338
C  19.31681  -3.18030  -15.80558  -0.7086
C  19.57218  -4.05434  -17.01755  0.6685
O  19.88406  -5.37208  -16.59819  -0.6325
H  18.37293  -3.47744  -15.34916  0.2517
H  19.22994  -2.15561  -16.16584  -0.1373
H  20.12172  -3.26682  -15.07894  0.3853
H  20.44082  -3.65646  -17.55827  -0.4616
H  18.75549  -3.96975  -17.74436  0.2169
H  20.06081  -5.91614  -17.37256  0.3739
C  16.30105  -0.58889  -19.93630  -1.2574
C  17.37746  -1.57163  -19.50664  -0.2228
O  17.87815  -1.22040  -18.21001  0.2435
H  16.71390  0.42519  -19.89328  0.2359
H  15.48179  -0.53532  -19.21667  0.2111
H  15.91866  -0.73260  -20.94611  0.4353
H  18.18540  -1.69005  -20.22545  0.2767
H  16.93506  -2.56887  -19.37722  0.3239
H  17.14519  -1.32390  -17.57425  -0.2624
C  17.79509  2.05688  -17.26575  0.1713
C  16.32077  2.15061  -17.01286  -0.4483
O  15.92489  3.50975  -16.91006  -0.5430
H  18.15602  1.03086  -17.29068  -0.0690
H  18.37428  2.57029  -16.49428  -0.2513
H  18.06136  2.53818  -18.21005  0.2917
H  15.98216  1.53973  -16.16651  0.0983
H  15.78564  1.66060  -17.84248  0.3503
H  14.99391  3.53637  -16.67330  0.3281
C  27.95368  -1.79287  -18.21575  -1.1429
C  26.83708  -2.22599  -17.27459  0.0274
O  25.60097  -1.82260  -17.82458  -0.4336
H  27.83773  -0.72184  -18.39231  0.1636
H  27.82245  -2.26634  -19.19242  0.2795
H  28.95055  -1.98626  -17.82575  0.3864
H  27.05090  -1.63420  -16.37502  0.1666
H  26.83068  -3.30705  -17.11390  0.2824
H  24.91836  -1.74893  -17.13710  0.1674

Properties
Total charge = 0
Multiplicity = 1

According to the calculations, the structures order from most to least stable as version ii, version i.